Entry 1:
Here is a structure of composition BrClMnO4 from OMol25. Energies are from wB97M-V/def2-TZVPD.

## Properties
expectation value of S² = 8.9462
multiplicity = 6
Kohn-Sham gap (spin up / spin down) = 4.05 / 4.25 eV
HOMO energy (spin up / spin down) = -9.13 / -9.13 eV
LUMO (spin up / spin down) = -5.1 / -4.9 eV
total energy = -4485.70321 hartree

Atoms and positions in Å:
Mn: -21.7839 1.7247 -19.2826
Br: -19.3100 3.9359 -18.9120
Cl: -25.6454 0.8821 -20.1993
O: -25.6362 -0.3645 -19.6454
O: -25.3507 0.6702 -21.5747
O: -26.7893 1.5947 -20.2977
O: -24.8072 1.6565 -19.4560

These are the natural (NBO) partial charges, in e, on atoms 1 to 5: Mn 1.409; Br -0.488; Cl 2.688; O -0.875; O -0.913


Entry 2:
Here is a structure of composition C29H27BBrN6O4SbTa from OMol25. Energies are from wB97M-V/def2-TZVPD.

## Properties
total charge = +3
Kohn-Sham gap = 5.95 eV
HOMO energy = -16.55 eV
energy relative to the best compared isomer or geometry (same formula, charge and spin) = 303.2 kJ/mol
LUMO = -10.6 eV
total energy = -4645.83312 hartree

Atoms and positions in Å:
Ta: -1.3950 -0.0640 -1.0103
O: -3.8849 6.5305 2.1768
C: -3.5352 5.4289 1.5804
C: -4.2926 4.7889 0.5740
C: -3.8235 3.6417 0.0310
N: -2.6374 3.1052 0.4391
C: -1.8688 3.6911 1.4205
Br: -0.2766 2.9507 1.9955
C: -2.3168 4.8496 1.9838
H: -4.7297 6.9039 1.8779
H: -5.2358 5.1886 0.2267
H: -4.3430 3.0879 -0.7373
H: -1.7317 5.3317 2.7544
B: 0.3016 -1.1777 -2.9893
N: -0.3550 -2.4174 -2.3502
C: -0.3152 -3.7330 -2.5140
C: -1.2528 -4.3287 -1.6711
C: -1.8385 -3.2931 -0.9837
N: -1.3024 -2.1127 -1.3965
N: -0.6987 -0.4006 -3.8358
C: -0.9519 -0.1718 -5.1189
C: -2.0981 0.6188 -5.2116
C: -2.4960 0.8437 -3.9138
N: -1.6494 0.2163 -3.0628
H: 1.3730 -1.3547 -3.4479
H: 0.3618 -0.3457 -1.9540
H: 0.3687 -4.1812 -3.2183
H: -1.4667 -5.3797 -1.5817
H: -2.6081 -3.3203 -0.2272
H: -0.3121 -0.5666 -5.8928
H: -2.5653 0.9776 -6.1122
H: -3.3261 1.4172 -3.5396
C: 2.4557 -5.2150 0.1384
C: 1.3414 -4.9067 0.9082
C: 0.9081 -3.5921 1.0026
C: 1.5978 -2.5872 0.3273
C: 2.7286 -2.8908 -0.4252
C: 3.1493 -4.2101 -0.5234
Sb: 0.9523 -0.6074 0.6241
C: 2.5055 0.7114 0.1023
C: 2.9122 1.6997 0.9969
C: 3.9381 2.5666 0.6499
C: 4.5585 2.4532 -0.5865
C: 4.1515 1.4747 -1.4828
C: 3.1238 0.6083 -1.1443
C: 0.6231 -0.4766 2.6978
C: 1.7247 -0.4437 3.5521
C: 1.5300 -0.4783 4.9250
C: 0.2459 -0.5623 5.4457
C: -0.8505 -0.6184 4.5954
C: -0.6642 -0.5764 3.2222
H: 2.7994 -6.2388 0.0744
H: 0.8238 -5.6866 1.4509
H: 0.0633 -3.3566 1.6436
H: 3.3026 -2.1135 -0.9154
H: 4.0348 -4.4487 -1.0973
H: 2.4547 1.7910 1.9746
H: 4.2593 3.3257 1.3502
H: 5.3636 3.1253 -0.8509
H: 4.6401 1.3829 -2.4434
H: 2.8263 -0.1508 -1.8576
H: 2.7364 -0.4196 3.1649
H: 2.3845 -0.4535 5.5875
H: 0.0996 -0.5973 6.5168
H: -1.8491 -0.6988 5.0031
H: -1.5339 -0.6137 2.5740
O: -3.0934 1.4515 -1.1220
N: -2.2445 1.8825 -0.2182
O: -0.9913 1.9566 -0.8311
O: -2.1059 0.7889 0.6788

These are the natural (NBO) partial charges, in e, on atoms 1 to 5: Ta 2.123; O -0.557; C 0.475; C -0.302; C 0.108


Entry 3:
Here is the ion C5H13N2O with charge -1 from OMol25. Energies are from wB97M-V/def2-TZVPD.

## Properties
total charge = -1
Kohn-Sham gap = 7.35 eV
HOMO energy = -3.05 eV
energy relative to the best compared isomer or geometry (same formula, charge and spin) = 123.8 kJ/mol
LUMO = 4.3 eV
total energy = -383.01670 hartree

Atoms and positions in Å:
C: 0.4417 1.2622 -0.5020
N: 1.4931 0.2566 -0.3581
C: 1.5282 -0.7141 -1.4694
C: 0.1578 -1.4642 -1.6530
O: -0.5416 -1.6576 -0.5271
C: -0.4472 1.4688 0.7040
N: -1.3332 0.2902 0.9029
C: -1.3553 -0.1099 2.2926
H: -0.2611 1.0177 -1.3267
H: 0.8899 2.1857 -0.8566
H: 1.1912 -0.3340 0.4148
H: 2.2853 -1.4174 -1.1362
H: 1.9302 -0.1875 -2.3532
H: -0.4417 -0.9301 -2.4310
H: 0.6008 -2.4418 -2.0376
H: -1.1152 2.2848 0.3795
H: 0.1585 1.7085 1.5848
H: -0.9875 -0.5758 0.2931
H: -1.8432 -1.0928 2.3039
H: -1.9957 0.4638 2.9863
H: -0.3549 -0.0130 2.7889

These are the natural (NBO) partial charges, in e, on atoms 1 to 5: C -0.231; N -0.653; C -0.248; C -0.041; O -0.914